Entry 1:
C28H46N8PS4Y as an isolated structure at a distorted geometry. Source: the Open Molecules 2025 dataset; level of theory: the ωB97M-V functional and the def2-TZVPD basis.

## Properties
ΔE to the lowest compared entry with this formula, charge and spin ... 2.251 eV
Charge ... +4
HOMO energy ... -18.443 eV
LUMO level ... -11.41 eV

CARTESIAN COORDINATES (ANGSTROEM)
Y -0.44 0.08 0.11
C -2.96 -0.83 3.21
C -1.81 -0.55 4.15
S -0.36 0.23 3.37
C 1.02 -0.80 3.94
C 0.98 -2.27 3.56
S 0.81 -2.54 1.77
C -0.59 -3.69 1.66
C -1.88 -3.29 2.34
S -2.60 -1.75 1.70
H -3.74 -1.38 3.73
H -3.41 0.09 2.84
H -2.16 0.15 4.91
H -1.47 -1.44 4.67
H 1.90 -0.31 3.53
H 1.06 -0.71 5.03
H 1.92 -2.73 3.86
H 0.18 -2.81 4.06
H -0.75 -3.80 0.58
H -0.25 -4.65 2.05
H -2.61 -4.08 2.16
H -1.78 -3.18 3.42
C -4.57 3.77 2.39
C -3.60 2.85 2.74
C -2.96 2.13 1.75
C -3.26 2.34 0.41
C -4.25 3.26 0.06
C -4.90 3.98 1.05
N -2.52 1.61 -0.56
N -2.74 1.93 -1.73
C -1.96 1.29 -2.72
C -2.41 1.42 -4.02
C -1.65 0.88 -5.05
C -0.44 0.28 -4.73
C -0.07 0.20 -3.40
N -0.82 0.68 -2.39
H -5.07 4.34 3.16
H -3.34 2.70 3.78
H -2.18 1.42 2.00
H -4.52 3.40 -0.98
H -5.67 4.69 0.78
H -3.35 1.93 -4.21
H -1.98 0.96 -6.08
H 0.20 -0.12 -5.50
H 0.88 -0.24 -3.12
C 2.42 -4.09 -4.57
N 1.34 -4.76 -3.70
C 2.04 -5.78 -2.77
N 3.05 -5.14 -2.02
C 4.05 -4.54 -2.91
N 3.42 -3.53 -3.75
C 3.01 -2.35 -3.00
P 1.68 -2.76 -1.74
C 0.59 -3.74 -2.90
C 2.57 -4.23 -0.99
H 1.92 -3.33 -5.18
H 2.83 -4.86 -5.23
H 0.69 -5.27 -4.31
H 2.45 -6.56 -3.41
H 1.27 -6.21 -2.13
H 4.49 -5.31 -3.53
H 4.84 -4.08 -2.31
H 2.66 -1.57 -3.69
H 3.87 -1.95 -2.47
H 0.10 -3.05 -3.60
H -0.18 -4.25 -2.33
H 1.90 -4.76 -0.31
H 3.41 -3.87 -0.40
C 4.30 5.31 0.39
C 2.98 5.25 -0.36
N 2.11 4.22 0.26
C 0.93 3.75 -0.08
S 0.25 2.54 1.03
N 0.19 4.11 -1.12
C 0.37 5.14 -2.17
C -0.60 6.30 -1.97
H 5.04 5.81 -0.22
H 4.67 4.31 0.62
H 4.20 5.86 1.33
H 3.16 4.98 -1.40
H 2.48 6.22 -0.33
H 2.48 3.82 1.11
H -0.75 3.73 -1.09
H 0.19 4.65 -3.12
H 1.39 5.49 -2.16
H -1.63 5.95 -1.97
H -0.48 7.01 -2.78
H -0.41 6.82 -1.03

---

Entry 2:
A 2-piece molecular cluster, C28H46NO overall at a distorted geometry. Source: the Open Molecules 2025 dataset; level of theory: the ωB97M-V functional and the def2-TZVPD basis.

## Properties
ΔE to the lowest compared entry with this formula, charge and spin ... 7.873 eV
Charge ... +1
HOMO energy ... -10.870 eV
LUMO level ... -4.25 eV

CARTESIAN COORDINATES (ANGSTROEM)
C -0.17 2.68 2.65
C 0.98 3.56 1.89
C 1.09 2.92 0.39
C 0.03 3.59 -0.61
C 0.24 3.13 -2.18
C 0.56 1.56 -2.17
C 0.04 0.78 -3.51
C -0.21 -0.75 -3.02
N -1.57 -1.06 -2.65
C -1.93 -2.36 -2.16
C -0.85 -3.49 -2.01
C -1.41 -4.89 -1.39
C -2.32 -4.44 -0.10
C -2.31 -5.51 1.09
C -2.03 -4.77 2.51
C -1.22 -5.81 3.43
C -0.57 -5.16 4.75
C 1.04 -5.18 4.52
O 1.77 -4.54 5.60
C 2.06 -5.49 6.66
C 0.62 -3.24 -2.43
C 0.97 -1.79 -2.96
C 2.45 -1.36 -3.39
C 3.31 -0.99 -2.07
H -0.80 2.12 1.87
H 0.31 1.88 3.32
H -0.89 3.33 3.26
H 0.73 4.68 1.86
H 1.97 3.32 2.41
H 2.13 3.03 -0.07
H 0.91 1.78 0.55
H -1.06 3.38 -0.28
H 0.12 4.75 -0.63
H -0.68 3.42 -2.79
H 1.17 3.68 -2.58
H 1.65 1.30 -1.91
H -0.08 1.10 -1.31
H -0.99 1.21 -3.79
H 0.81 0.85 -4.35
H -2.32 -0.34 -2.71
H -3.03 -2.53 -1.88
H -0.57 -5.60 -1.09
H -2.06 -5.34 -2.23
H -3.36 -4.22 -0.51
H -1.79 -3.50 0.31
H -3.39 -5.92 1.18
H -1.62 -6.41 0.92
H -3.01 -4.51 3.07
H -1.45 -3.79 2.41
H -0.36 -6.22 2.76
H -1.93 -6.65 3.73
H -0.84 -5.74 5.69
H -0.90 -4.07 4.87
H 1.38 -6.26 4.32
H 1.21 -4.55 3.57
H 1.20 -6.25 6.69
H 3.04 -6.07 6.44
H 2.22 -4.96 7.66
H 1.41 -4.05 -2.34
H 2.46 -0.39 -4.04
H 2.98 -2.15 -4.05
H 2.66 -0.46 -1.29
H 4.11 -0.22 -2.38
H 3.84 -1.91 -1.62
C -1.32 7.67 -2.06
C -1.70 8.95 -1.68
C -0.85 10.03 -1.94
C 0.37 9.82 -2.58
C 0.74 8.53 -2.96
C -0.10 7.46 -2.70
H -1.98 6.83 -1.86
H -2.65 9.12 -1.19
H -1.14 11.03 -1.64
H 1.03 10.66 -2.78
H 1.69 8.37 -3.46
H 0.19 6.45 -2.99

---

Entry 3:
C28H47BIrN7O4S4Si as an isolated structure at a distorted geometry. Source: the Open Molecules 2025 dataset; level of theory: the ωB97M-V functional and the def2-TZVPD basis.

## Properties
ΔE to the lowest compared entry with this formula, charge and spin ... 0.619 eV
Expectation value of S² ... 8.788
2S+1 ... 6
Charge ... +1
HOMO energy (spin up / spin down) ... -9.756 / -10.453 eV
LUMO level (spin up / spin down) ... -3.52 / -4.93 eV

CARTESIAN COORDINATES (ANGSTROEM)
Ir 0.25 0.05 -0.38
C -0.67 -1.42 5.05
S -1.59 -0.05 4.28
C -1.09 -0.04 2.61
S 0.19 -1.06 1.99
N -1.77 0.77 1.87
N -1.36 1.10 0.65
C -2.17 1.70 -0.16
C -1.64 2.23 -1.39
C -2.39 3.06 -2.23
C -1.79 3.59 -3.35
C -0.46 3.28 -3.62
C 0.20 2.43 -2.76
N -0.37 1.91 -1.68
H -1.39 -2.15 5.41
H -0.11 -1.02 5.89
H -0.01 -1.87 4.32
H -3.22 1.80 0.10
H -3.42 3.27 -1.98
H -2.35 4.23 -4.02
H 0.04 3.69 -4.49
H 1.23 2.14 -2.95
C 5.46 -0.79 -1.93
N 4.95 0.32 -1.16
C 5.64 1.45 -0.77
C 4.78 2.23 -0.09
N 3.55 1.59 -0.05
B 2.27 2.18 0.56
N 2.45 2.44 2.07
C 2.43 3.68 2.65
C 2.51 3.52 4.00
N 2.58 2.17 4.24
C 2.63 1.52 5.53
C 2.56 1.52 3.05
S 2.77 -0.16 2.91
C 3.68 0.43 -0.72
S 2.52 -0.80 -1.06
H 6.54 -0.70 -2.03
H 5.00 -0.81 -2.92
H 5.22 -1.73 -1.42
H 6.68 1.60 -1.03
H 4.92 3.19 0.37
H 1.95 3.19 0.01
H 1.36 1.30 0.39
H 2.35 4.58 2.07
H 2.53 4.25 4.79
H 2.58 2.27 6.32
H 3.54 0.94 5.63
H 1.79 0.84 5.62
C 0.55 -1.02 -4.61
C -0.94 -1.35 -4.74
C -1.76 -0.09 -4.46
C -1.24 -1.87 -6.14
O -1.28 -2.39 -3.83
Si -1.52 -2.49 -2.22
O -0.72 -1.34 -1.39
O -1.14 -4.01 -1.81
C 0.04 -4.69 -1.42
C -0.27 -6.19 -1.50
C 0.39 -4.30 0.01
C 1.20 -4.36 -2.36
O -3.07 -2.24 -1.80
C -4.29 -2.82 -2.28
C -5.32 -2.61 -1.18
C -4.71 -2.09 -3.55
C -4.11 -4.31 -2.57
H 0.84 -0.26 -5.34
H 1.14 -1.92 -4.78
H 0.74 -0.66 -3.60
H -1.42 0.73 -5.09
H -1.65 0.19 -3.41
H -2.82 -0.26 -4.65
H -1.00 -1.12 -6.89
H -2.30 -2.13 -6.23
H -0.65 -2.77 -6.33
H -1.12 -6.42 -0.85
H 0.59 -6.77 -1.17
H -0.52 -6.46 -2.52
H -0.44 -4.53 0.68
H 0.58 -3.23 0.05
H 1.28 -4.83 0.35
H 0.91 -4.58 -3.39
H 2.08 -4.94 -2.10
H 1.44 -3.30 -2.29
H -5.40 -1.55 -0.94
H -5.02 -3.15 -0.28
H -6.30 -2.98 -1.50
H -4.79 -1.02 -3.35
H -5.68 -2.46 -3.90
H -3.96 -2.26 -4.33
H -3.76 -4.83 -1.67
H -3.36 -4.45 -3.35
H -5.05 -4.75 -2.89

---

Entry 4:
C28H47BrN2OOsP2 as an isolated structure at a distorted geometry. Source: the Open Molecules 2025 dataset; level of theory: the ωB97M-V functional and the def2-TZVPD basis.

## Properties
ΔE to the lowest compared entry with this formula, charge and spin ... 0.031 eV
Expectation value of S² ... 6.105
2S+1 ... 5
Charge ... +4
HOMO energy (spin up / spin down) ... -19.172 / -19.163 eV
LUMO level (spin up / spin down) ... -13.41 / -15.23 eV

CARTESIAN COORDINATES (ANGSTROEM)
N -5.64 -1.58 4.19
C -4.60 -0.92 4.70
C -4.07 0.20 4.06
C -4.63 0.62 2.83
C -5.76 -0.07 2.35
C -6.22 -1.18 3.07
C -3.87 1.49 1.97
Os 0.27 0.70 -1.91
P 2.84 0.67 -2.03
C -4.25 1.84 0.71
C -3.24 1.94 -0.34
C -3.63 1.61 -1.67
C -2.67 1.38 -2.64
C -1.40 1.30 -2.13
C -0.85 1.97 -0.95
C -1.90 2.21 0.03
Br 1.12 2.34 -3.81
H -2.88 1.76 2.37
H -5.30 1.88 0.36
H -3.20 0.71 4.47
H -6.20 0.22 1.40
H -4.16 -1.29 5.63
H -7.07 -1.74 2.69
H -4.70 1.52 -1.90
H -1.66 2.66 1.00
H -2.81 1.24 -3.70
H -0.09 2.76 -0.93
P -0.25 -1.42 -0.91
C 3.23 2.23 -1.15
C 3.98 3.28 -1.98
H 3.81 1.96 -0.26
H 2.27 2.66 -0.81
H 4.11 4.18 -1.35
H 4.98 2.93 -2.27
H 3.42 3.59 -2.88
C 3.23 0.23 -3.77
C 4.45 0.95 -4.30
H 2.37 0.53 -4.39
H 3.29 -0.87 -3.83
H 4.44 0.93 -5.40
H 4.49 2.00 -4.00
H 5.37 0.46 -3.95
C 3.44 -0.70 -1.03
C 4.95 -0.60 -0.93
H 3.10 -1.61 -1.53
H 2.92 -0.64 -0.06
H 5.32 -1.52 -0.47
H 5.41 -0.50 -1.93
H 5.25 0.25 -0.31
C 0.45 -2.69 0.28
C 1.74 -3.42 -0.10
H -0.32 -3.45 0.48
H 0.59 -2.16 1.24
H 1.81 -4.36 0.45
H 1.79 -3.67 -1.16
H 2.63 -2.84 0.17
C -0.38 -2.37 -2.51
C -0.92 -1.47 -3.60
H -1.02 -3.25 -2.34
H 0.63 -2.74 -2.76
H -0.62 -1.83 -4.59
H -2.02 -1.42 -3.57
H -0.52 -0.42 -3.51
C -2.04 -1.38 -0.34
C -2.35 -1.75 1.11
H -2.64 -1.99 -1.03
H -2.38 -0.35 -0.50
H -3.44 -1.71 1.28
H -2.02 -2.76 1.39
H -1.88 -1.02 1.78
C 0.63 1.18 4.66
N 1.30 0.38 3.64
C 2.54 -0.31 3.96
C 0.68 0.24 2.45
O -0.47 0.64 2.23
H 1.32 1.26 5.51
H -0.31 0.71 4.99
H 0.41 2.19 4.26
H 2.39 -1.41 3.99
H 3.30 -0.09 3.20
H 2.87 0.04 4.94
H 1.29 -0.28 1.69

---

Total energy for the records above, in order: -95341.94445, -33306.13872, -103152.64175, -125865.29440 eV